[1]
This record from the Open Molecules 2025 dataset describes the ion C4H4BO2S2 with charge -1 at a distorted geometry. The level of theory is ωB97M-V/def2-TZVPD.

```
13
Properties=species:S:1:pos:R:3:lowdin_charge:R:1
O 1.745 -0.656 -1.467 0.093
B 0.430 -0.772 -1.075 -0.696
O -0.213 -1.978 -1.243 0.090
C -0.075 0.289 -0.058 -0.245
C 0.720 1.368 0.185 -0.445
S 0.170 2.390 1.454 0.858
C -1.181 1.262 1.737 -0.464
C -1.225 0.224 0.797 -0.885
S -2.515 -0.928 0.813 0.312
H 2.072 -1.626 -1.633 0.145
H 0.164 -2.728 -1.849 0.144
H 1.748 1.391 -0.130 0.056
H -1.838 1.764 2.468 0.038
```

As for the SMILES: OB(O)c1cscc1[S-]. The value obtained for the highest occupied orbital energy is -2.335 eV. The total charge is -1. The energy comes out at -30657.732 eV. As for the spin multiplicity: 1. For the lowest unoccupied orbital energy, the calculation gives 0.1020 Ha.

***

[2]
This record from the Open Molecules 2025 dataset describes a structure of composition C4H4Br12 at a distorted geometry. The level of theory is ωB97M-V/def2-TZVPD.

```
20
Properties=species:S:1:pos:R:3:lowdin_charge:R:1
C -2.666 -0.652 15.043 -1.634
Br -2.391 -1.926 13.635 0.603
Br -3.382 -1.318 16.725 0.545
Br -3.872 0.745 14.621 0.569
H -1.694 -0.284 15.218 -0.049
C -8.949 -2.197 10.860 -1.687
Br -7.936 -3.254 9.611 0.561
Br -10.417 -3.218 11.529 0.557
Br -9.686 -0.707 9.932 0.561
H -8.276 -1.931 11.686 -0.103
C -10.843 3.630 15.755 -1.699
Br -10.563 4.731 17.292 0.585
Br -11.779 4.495 14.334 0.584
Br -11.834 2.092 16.255 0.535
H -9.855 3.263 15.383 -0.017
C -7.647 -0.540 14.578 -1.662
Br -7.560 -2.409 14.372 0.648
Br -9.425 0.004 15.020 0.572
Br -7.205 0.494 13.054 0.585
H -6.944 -0.314 15.339 -0.054
```

The value obtained for the highest occupied orbital energy is -10.040 eV. The total charge is 0. The energy comes out at -844720.867 eV. As for the spin multiplicity: 1. For the lowest unoccupied orbital energy, the calculation gives -0.0070 Ha.

***

[3]
This record from the Open Molecules 2025 dataset describes an isolated molecule of C4H4Br2 at a distorted geometry. The level of theory is ωB97M-V/def2-TZVPD.

```
10
Properties=species:S:1:pos:R:3:lowdin_charge:R:1
C 1.301 0.457 -0.172 -0.693
C 0.264 1.334 -0.466 -0.794
C -0.090 0.162 0.488 -0.267
C -0.958 -1.052 0.192 -0.042
Br 3.100 -0.039 -0.502 0.676
Br -0.498 2.596 -1.504 0.769
H 0.004 0.546 1.514 0.134
H -1.436 -1.207 1.115 0.057
H -0.191 -1.931 -0.037 0.133
H -1.496 -0.868 -0.630 0.026
```

The value obtained for the highest occupied orbital energy (spin up / spin down) is -5.703 / -10.135 eV. The total charge is 0. The energy comes out at -144290.893 eV. As for the spin multiplicity: 3. For the lowest unoccupied orbital energy (spin up / spin down), the calculation gives 0.0237 / -0.0687 Ha.

***

[4]
This record from the Open Molecules 2025 dataset describes a structure of composition C4H4Br2NO4 at a distorted geometry. The level of theory is ωB97M-V/def2-TZVPD.

```
15
Properties=species:S:1:pos:R:3:lowdin_charge:R:1
C 0.481 1.273 -0.444 -0.639
C -1.429 -1.425 -0.411 -0.752
C 1.239 1.643 0.654 -0.564
C -0.345 -1.262 0.601 -0.631
N -0.420 -0.677 1.674 0.150
O 0.767 0.373 -1.334 -0.096
O -1.188 -0.988 -1.571 -0.004
O -0.833 1.699 -0.451 0.049
O -2.487 -1.905 -0.059 0.064
Br 3.087 1.268 0.463 0.579
Br 1.132 -2.522 -0.068 0.580
H 1.035 2.453 1.256 0.000
H 0.455 -0.665 2.329 0.127
H -1.370 1.130 -0.990 0.078
H -0.125 -0.393 -1.649 0.060
```

The value obtained for the highest occupied orbital energy is -4.300 eV. The total charge is -1. The energy comes out at -153978.979 eV. As for the spin multiplicity: 1. For the lowest unoccupied orbital energy, the calculation gives 0.1155 Ha.

***

[5]
This record from the Open Molecules 2025 dataset describes a cluster of 3 separate species, C4H4BrCl in total at a distorted geometry. The level of theory is ωB97M-V/def2-TZVPD.

```
10
Properties=species:S:1:pos:R:3:lowdin_charge:R:1
C -0.801 -0.252 1.288 0.005
C -0.587 -1.240 0.660 -0.757
Cl -0.157 -2.630 -0.096 0.726
H -1.227 0.688 1.476 0.024
C 1.935 -0.568 -1.180 -0.045
C 1.673 0.563 -0.864 0.000
H 1.751 -1.458 -1.711 -0.010
H 1.854 1.462 -0.339 0.020
Br -3.922 0.009 -0.220 0.407
H -2.964 -0.948 -0.218 -0.372
```

As for the SMILES: C#CCl.C#C.Br. The value obtained for the highest occupied orbital energy is -10.260 eV. The total charge is 0. The energy comes out at -86772.498 eV. As for the spin multiplicity: 1. For the lowest unoccupied orbital energy, the calculation gives 0.0218 Ha.

***

[6]
This record from the Open Molecules 2025 dataset describes an isolated molecule of C4H4BrClN2 at a distorted geometry. The level of theory is ωB97M-V/def2-TZVPD.

```
12
Properties=species:S:1:pos:R:3:lowdin_charge:R:1
Cl 4.376 -0.336 -0.429 0.623
N 2.705 -0.319 -0.721 -0.607
N 2.053 -1.344 -0.363 -0.044
C 0.848 -1.194 -0.015 -0.171
C -0.011 0.019 0.083 -0.165
C 0.789 1.227 -0.266 -0.186
C 2.031 1.158 -0.616 -0.701
Br 3.102 2.585 -1.146 0.754
H 0.432 -2.145 0.221 0.097
H -0.311 -0.063 1.170 0.128
H -0.960 0.164 -0.549 0.138
H 0.409 2.309 -0.161 0.135
```

As for the SMILES: ClN1N=CCC=C1Br. The value obtained for the highest occupied orbital energy is -8.293 eV. The total charge is 0. The energy comes out at -89753.960 eV. As for the spin multiplicity: 1. For the lowest unoccupied orbital energy, the calculation gives 0.0231 Ha.

***

[7]
This record from the Open Molecules 2025 dataset describes an isolated molecule of C4H4BrN at a distorted geometry. The level of theory is ωB97M-V/def2-TZVPD.

```
10
Properties=species:S:1:pos:R:3:lowdin_charge:R:1
C 0.417 -1.249 0.030 -0.080
C 0.050 0.190 0.170 -0.322
C 1.239 1.330 0.057 -0.150
N 1.987 2.182 -0.001 0.117
C -1.121 0.795 -0.010 -0.406
Br -2.832 -0.289 0.050 0.585
H 0.891 -1.442 -0.904 0.078
H -0.538 -1.798 0.175 0.056
H 1.307 -1.493 0.630 0.093
H -1.400 1.774 -0.198 0.029
```

As for the SMILES: C/C(C#N)=C\Br. The value obtained for the highest occupied orbital energy is -10.182 eV. The total charge is 0. The energy comes out at -75743.394 eV. As for the spin multiplicity: 1. For the lowest unoccupied orbital energy, the calculation gives 0.0100 Ha.

***

[8]
This record from the Open Molecules 2025 dataset describes an isolated molecule of C4H4BrN at a distorted geometry. The level of theory is ωB97M-V/def2-TZVPD.

```
10
Properties=species:S:1:pos:R:3:lowdin_charge:R:1
C 1.480 -1.759 -0.054 -0.292
C 0.299 -1.040 -0.011 -0.174
C 0.172 0.271 -0.020 -0.702
C -1.111 1.086 -0.004 -0.144
N 2.503 -2.204 0.012 0.181
Br 1.689 1.437 -0.032 0.788
H -0.673 -1.648 0.045 0.153
H -1.446 1.171 1.005 0.067
H -0.868 2.011 -0.391 0.008
H -2.043 0.674 -0.549 0.114
```

The value obtained for the highest occupied orbital energy (spin up / spin down) is -6.328 / -10.984 eV. The total charge is 0. The energy comes out at -75740.147 eV. As for the spin multiplicity: 3. For the lowest unoccupied orbital energy (spin up / spin down), the calculation gives 0.0222 / -0.1241 Ha.

***

[9]
This record from the Open Molecules 2025 dataset describes a cluster of 2 separate species, C4H4BrNO in total at a distorted geometry. The level of theory is ωB97M-V/def2-TZVPD.

```
11
Properties=species:S:1:pos:R:3:lowdin_charge:R:1
C 0.865 0.166 -0.316 -0.205
C -0.305 -0.736 -0.320 -0.183
C 0.858 1.122 0.584 -0.648
C -0.523 -1.633 -1.293 0.022
N -0.964 1.127 1.888 0.082
O -0.875 2.072 2.517 -0.025
Br 1.738 2.612 1.158 0.752
H 1.509 -0.091 -1.111 0.092
H -0.986 -0.609 0.450 0.042
H -1.402 -2.218 -1.457 0.047
H 0.085 -1.811 -2.101 0.023
```

The value obtained for the highest occupied orbital energy (spin up / spin down) is -8.341 / -8.590 eV. The total charge is 0. The energy comes out at -77787.107 eV. As for the spin multiplicity: 1. For the lowest unoccupied orbital energy (spin up / spin down), the calculation gives -0.0097 / -0.0168 Ha.